1.
{
  "formula": "C22H19BrIN3O2RuS2",
  "method": "the ωB97M-V functional and the def2-TZVPD basis",
  "e_lumo_ev": [-3.4387, -3.4852],
  "spin_multiplicity": 2,
  "e_homo_ev": [-9.75, -9.89],
  "total_charge": 1,
  "molar_mass_g_mol": 729.4,
  "s_squared": 0.7755,
  "species": ["Ru", "C", "S", "C", "S", "N", "N", "C", "C", "C", "C", "C", "C", "N", "H", "H", "H", "H", "H", "H", "H", "H", "C", "C", "O", "C", "C", "C", "C", "C", "C", "O", "H", "H", "H", "H", "H", "H", "H", "Br", "C", "C", "C", "C", "C", "C", "I", "H", "H", "H", "H"],
  "xyz": [[0.19606, -0.87941, 0.45576], [-0.27826, -2.26664, 6.01804], [-0.62314, -0.59606, 5.41293], [-0.13822, -0.82287, 3.71663], [-1.75986, -0.83410, 3.12477], [1.07483, -0.96367, 3.38822], [1.37538, -1.11729, 2.04324], [2.65143, -1.26942, 1.84286], [3.04861, -1.34189, 0.46714], [4.35854, -1.54746, 0.03759], [4.61541, -1.60643, -1.31392], [3.55328, -1.46164, -2.20405], [2.28311, -1.25175, -1.71519], [2.01863, -1.18400, -0.40060], [-0.60927, -2.29012, 7.05410], [0.78893, -2.46085, 5.96544], [-0.83915, -2.99680, 5.43940], [3.34087, -1.30567, 2.67522], [5.14684, -1.65597, 0.76963], [5.62100, -1.76402, -1.67786], [3.71023, -1.51245, -3.27200], [1.43058, -1.13662, -2.37089], [-2.32264, 0.25245, -2.92513], [-2.02144, -0.29227, -1.55614], [-0.85293, -0.62479, -1.34635], [-3.11556, -0.44624, -0.57430], [-4.42062, -0.28542, -1.06787], [-5.54542, -0.52050, -0.30835], [-5.38758, -0.95783, 0.99567], [-4.12167, -1.11981, 1.52764], [-2.98523, -0.83845, 0.77707], [-1.74667, -0.96280, 1.37673], [-1.38133, 0.39927, -3.44705], [-2.85665, 1.20018, -2.86495], [-2.93507, -0.44646, -3.49669], [-4.55373, 0.02010, -2.09373], [-6.52896, -0.38382, -0.73392], [-6.24920, -1.18111, 1.61008], [-4.03352, -1.48680, 2.53906], [2.10518, 5.01622, 0.66257], [1.85676, 4.02557, -0.92217], [2.32216, 4.56453, -2.11521], [2.16145, 3.86969, -3.30228], [1.53281, 2.63313, -3.30596], [1.06625, 2.09261, -2.11892], [1.22911, 2.78706, -0.92827], [0.50888, 1.90216, 0.82689], [2.80906, 5.52950, -2.10343], [2.52775, 4.29958, -4.22448], [1.40405, 2.08876, -4.23217], [0.56891, 1.13063, -2.10482]],
  "atomic_forces_ev_per_a": [[0.05, -0.31, -0.25], [-0.02, 0.00, -0.01], [0.02, -0.01, 0.00], [0.07, -0.03, -0.06], [-0.02, 0.03, 0.02], [-0.09, 0.02, 0.05], [0.03, -0.04, 0.09], [-0.06, 0.02, 0.00], [0.01, 0.00, -0.03], [-0.03, 0.01, 0.01], [0.00, 0.01, -0.01], [0.02, 0.00, 0.00], [-0.03, 0.01, 0.01], [-0.05, -0.01, 0.00], [0.00, 0.00, 0.00], [0.00, 0.00, 0.00], [0.00, 0.00, 0.00], [0.01, -0.02, 0.00], [0.00, -0.01, 0.00], [0.00, -0.01, 0.00], [0.00, 0.00, 0.00], [0.01, 0.00, 0.01], [0.00, -0.03, -0.02], [-0.04, -0.06, 0.02], [0.04, 0.12, 0.12], [0.04, 0.02, 0.00], [0.00, -0.01, 0.01], [0.01, 0.00, 0.00], [0.00, 0.00, -0.01], [-0.01, 0.00, 0.00], [0.03, -0.03, -0.02], [0.06, 0.12, 0.04], [-0.01, -0.01, -0.01], [0.00, 0.01, 0.00], [0.00, 0.01, 0.00], [0.00, 0.00, -0.01], [0.00, 0.00, 0.00], [0.00, 0.00, 0.00], [0.01, 0.00, 0.00], [0.00, 0.00, 0.00], [0.00, -0.01, -0.01], [0.00, -0.01, 0.00], [0.00, 0.01, 0.00], [0.00, 0.00, 0.00], [-0.03, -0.04, -0.01], [0.00, -0.03, 0.02], [-0.08, 0.25, 0.06], [0.00, 0.00, 0.00], [0.00, 0.00, 0.00], [0.00, 0.00, -0.01], [0.05, 0.04, 0.00]]
}

=====

2.
{
  "formula": "C23H27N5O3S",
  "method": "the ωB97M-V functional and the def2-TZVPD basis",
  "e_lumo_ev": 0.4852,
  "spin_multiplicity": 1,
  "e_homo_ev": -7.05,
  "molar_mass_g_mol": 453.6,
  "species": ["C", "O", "C", "C", "C", "C", "C", "C", "N", "N", "C", "S", "C", "C", "O", "N", "C", "C", "C", "C", "N", "C", "C", "O", "C", "C", "C", "C", "N", "C", "C", "C", "H", "H", "H", "H", "H", "H", "H", "H", "H", "H", "H", "H", "H", "H", "H", "H", "H", "H", "H", "H", "H", "H", "H", "H", "H", "H", "H"],
  "xyz": [[-0.63630, -1.12653, 9.24050], [0.61052, -0.76548, 8.69718], [0.65376, -0.28983, 7.42344], [-0.44802, -0.13673, 6.58781], [-0.27835, 0.35582, 5.30571], [0.97707, 0.70231, 4.82804], [1.13125, 1.21485, 3.41746], [0.52828, 0.26492, 2.45049], [-0.49223, 0.49800, 1.67955], [-0.75133, -0.61703, 0.97250], [0.12398, -1.52451, 1.32569], [0.23632, -3.14642, 0.71480], [-1.21527, -3.18429, -0.38855], [-0.91412, -2.57399, -1.76005], [-0.69783, -3.27930, -2.72337], [-0.93496, -1.22695, -1.73459], [-0.64207, -0.33016, -2.76769], [-0.61539, 1.02760, -2.45323], [-0.32861, 1.96680, -3.41755], [-0.06796, 1.59434, -4.74297], [0.28086, 2.57016, -5.67170], [0.74982, 2.20390, -6.99231], [-0.41606, 2.06480, -7.97976], [-1.15990, 3.26404, -8.03820], [-1.64225, 3.62296, -6.76255], [-0.49576, 3.79267, -5.75426], [-0.09257, 0.22902, -5.04031], [-0.37086, -0.71790, -4.07346], [0.96957, -1.02212, 2.26928], [2.06529, -1.68344, 2.91553], [2.07402, 0.54709, 5.66729], [1.91817, 0.06080, 6.94797], [-1.10130, -1.94053, 8.67496], [-0.42799, -1.46667, 10.25356], [-1.32036, -0.27280, 9.27944], [-1.44049, -0.39401, 6.92206], [-1.13920, 0.47462, 4.66360], [2.18930, 1.35882, 3.18447], [0.61437, 2.16925, 3.29924], [-2.02418, -2.66739, 0.12499], [-1.44297, -4.24247, -0.51224], [-1.09293, -0.78732, -0.82167], [-0.80877, 1.34059, -1.43686], [-0.28373, 3.00614, -3.13061], [1.33896, 1.28952, -6.94491], [1.40024, 3.01592, -7.33857], [-0.05404, 1.88262, -8.99300], [-1.07248, 1.23671, -7.67144], [-2.18526, 4.55999, -6.89686], [-2.33453, 2.84963, -6.39192], [-0.90705, 4.05767, -4.78291], [0.16687, 4.59640, -6.09360], [0.09831, -0.12027, -6.04269], [-0.38424, -1.76329, -4.33310], [2.17096, -2.68152, 2.49389], [2.98745, -1.12288, 2.75280], [1.88045, -1.75652, 3.98898], [3.06156, 0.81211, 5.31734], [2.76461, -0.05999, 7.60503]],
  "atomic_forces_ev_per_a": [[-0.22, -0.06, 0.09], [0.28, 0.11, -0.19], [0.14, 0.05, -0.10], [-0.09, -0.12, 0.31], [0.22, 0.07, -0.07], [0.00, 0.07, 0.08], [-0.04, -0.04, 0.04], [0.08, 0.03, -0.16], [0.10, 1.04, 0.56], [-0.03, -0.85, -0.19], [-0.09, 0.07, 0.04], [0.06, -0.35, -0.11], [0.24, 0.09, 0.10], [-0.20, -0.02, 0.42], [0.08, -0.20, -0.23], [-0.15, 0.25, 0.18], [0.13, 0.02, -0.41], [-0.04, -0.15, -0.07], [-0.06, -0.01, -0.08], [0.01, -0.33, 0.26], [0.29, 0.29, -0.21], [-0.23, -0.08, -0.23], [0.31, -0.16, 0.08], [0.04, 0.08, -0.11], [0.04, 0.19, 0.35], [-0.38, 0.05, -0.25], [0.01, 0.36, -0.09], [-0.04, -0.18, 0.21], [-0.70, 0.25, -0.53], [0.35, -0.18, 0.32], [-0.16, 0.02, 0.04], [-0.11, -0.10, 0.20], [0.01, 0.04, 0.01], [-0.07, 0.02, -0.07], [0.02, -0.04, -0.01], [-0.08, -0.03, 0.07], [-0.12, -0.01, -0.08], [-0.01, 0.09, 0.02], [0.10, -0.03, -0.10], [-0.06, -0.06, -0.03], [0.00, 0.12, -0.03], [0.00, -0.28, -0.15], [-0.01, 0.06, 0.12], [0.03, 0.09, 0.02], [0.03, 0.02, -0.02], [-0.01, -0.10, -0.04], [0.00, -0.07, 0.06], [0.06, 0.04, -0.05], [-0.03, -0.05, 0.07], [0.03, 0.08, -0.02], [0.05, 0.05, -0.02], [-0.09, 0.02, 0.06], [0.00, 0.01, -0.10], [0.00, -0.04, 0.01], [0.07, 0.05, 0.05], [-0.01, -0.09, 0.00], [0.04, -0.06, -0.08], [0.11, 0.03, -0.05], [0.11, -0.02, 0.09]]
}

=====

Computed ΔE to the lowest compared entry with this formula, charge and spin, in the same sequence as the records: 312.50; 241.84 kJ/mol.